The following is a quantum chemistry calculation of a molecular structure, C29H56BrIN8O3P2 at a distorted geometry, from OMol25.

XYZ file:
```
100
Properties=species:S:1:pos:R:3:forces:R:3
C -3.09970 -6.35270 -2.91037 -0.834 0.424 0.556
C -1.98239 -5.24131 -2.45775 -1.112 -0.363 0.505
C -0.42091 -5.73297 -2.59350 -0.641 -0.610 1.204
C -0.34773 -7.21369 -1.81885 1.337 -8.079 3.558
N -0.22113 -8.40545 -1.27902 -1.227 11.442 -4.944
C 0.52702 -4.72488 -1.71497 0.983 -1.253 1.126
O 0.85448 -3.44694 -2.36457 -2.905 0.625 1.725
C -0.14175 -2.40140 -2.08709 -3.500 3.659 -0.352
C -0.98722 -1.78029 -3.38976 -1.229 1.737 3.402
C -2.13841 -0.59707 -3.19158 1.043 -0.917 2.603
C -3.01132 0.03340 -4.46980 1.729 0.067 0.946
C -2.49504 0.01942 -1.71282 3.843 -3.506 0.181
C -1.64385 -0.55091 -0.43103 0.114 -1.135 -4.284
C -0.48873 -1.73570 -0.62994 -0.727 0.948 -1.794
C 0.29811 -2.21010 0.72770 -1.592 -0.391 0.570
C 0.85146 -0.96554 1.66455 -0.546 -0.513 -1.042
C -0.84499 -2.99152 1.66549 -0.621 -0.257 -0.321
C 0.08731 -6.00960 -4.12713 -1.314 -2.763 0.003
Br -0.85309 -4.89520 -5.52457 0.716 -0.780 1.090
I 2.26032 -5.90956 -4.41488 -1.036 -0.064 0.162
C -0.34300 -7.58940 -4.46899 -2.309 -8.243 -0.782
N -0.68986 -8.84739 -4.61686 3.273 11.909 1.186
H -3.00374 -6.70203 -4.02892 -0.020 0.560 2.368
H -3.13687 -7.25080 -2.13561 0.324 1.736 -1.932
H -4.16138 -5.81867 -2.80745 2.311 -1.085 -0.285
H -2.23885 -4.24477 -3.01483 1.077 -1.868 0.983
H -2.16780 -5.03051 -1.29867 0.569 -0.443 -2.494
H 1.56989 -5.26242 -1.49426 -2.270 1.208 -0.726
H 0.01168 -4.61580 -0.65453 0.881 0.052 -2.339
H -0.81115 -2.14432 -4.48797 -0.198 0.669 2.476
H -2.27146 -0.02558 -5.40459 -1.966 0.197 1.921
H -4.01931 -0.53847 -4.64349 2.077 1.075 0.342
H -3.18272 1.17839 -4.18137 0.310 -2.627 -0.896
H -3.28530 0.86352 -1.53255 1.688 -1.847 -0.597
H -1.89180 -0.09893 0.63188 0.769 -1.223 -2.413
H 1.11299 -3.01933 0.47785 -1.392 1.926 0.342
H 1.24706 -1.43083 2.66628 -0.683 1.145 -1.954
H -0.08144 -0.25285 1.87115 2.280 -1.528 -0.308
H 1.67301 -0.39093 1.05756 -1.506 -0.990 1.459
H -1.69438 -3.44320 0.97022 1.824 0.840 1.423
H -1.40472 -2.24323 2.39777 1.359 -1.502 -1.525
H -0.38118 -3.87608 2.28579 -0.825 1.844 -1.118
O -1.56370 3.09376 -4.72926 3.608 -3.059 -0.339
P -0.33216 3.97366 -5.05531 -6.552 6.608 0.653
N -0.57110 4.92112 -3.62884 0.432 0.193 1.655
C -0.29887 6.34022 -3.44024 0.212 0.296 -0.162
C -0.27712 4.20755 -2.37940 -0.591 -0.545 0.060
N -1.18324 4.75823 -6.35545 -0.378 -0.219 -1.134
C -1.48624 6.18208 -6.40923 0.830 0.212 -0.264
C -2.33229 4.03919 -6.93863 0.310 -0.325 0.251
N 1.08368 4.98525 -5.43015 1.575 -3.272 -1.389
C 1.54054 4.84865 -6.83880 -0.033 0.397 -0.847
C 2.27701 4.60470 -4.63988 0.324 0.263 0.797
H 0.76748 6.58089 -3.40432 0.170 0.115 0.027
H -0.73397 6.70110 -2.49710 0.041 -0.462 -0.071
H -0.75852 6.97151 -4.19649 0.147 -0.247 -0.130
H 0.79510 4.04960 -2.23413 0.146 0.056 0.219
H -0.75687 3.22112 -2.36467 0.093 0.168 -0.178
H -0.65921 4.74521 -1.50263 0.045 0.072 -0.289
H -2.25755 6.46156 -5.68592 -0.039 0.058 0.098
H -1.84819 6.46847 -7.40243 -0.080 -0.264 0.008
H -0.59411 6.79704 -6.26253 -0.088 -0.128 0.235
H -3.21505 4.11617 -6.29048 0.011 -0.146 -0.059
H -2.09508 2.98362 -7.10152 -0.133 0.215 0.225
H -2.60070 4.44277 -7.92084 0.253 0.257 0.126
H 1.75488 3.80201 -7.08345 0.166 0.157 -0.085
H 2.44513 5.44413 -7.01719 -0.039 -0.189 0.406
H 0.81579 5.22293 -7.56664 -0.098 -0.209 0.440
H 2.47448 3.53032 -4.71443 0.241 0.138 -0.019
H 2.17242 4.85994 -3.58537 -0.283 -0.077 -0.039
H 3.16922 5.14926 -4.97345 -0.335 -0.117 -0.166
O 0.81429 0.66028 5.52661 0.153 4.591 1.299
P 1.28144 0.63604 7.00255 0.048 -9.137 -1.862
N 2.72607 -0.21572 6.58167 1.693 0.164 -0.433
C 3.44118 -1.21066 7.37049 0.044 -0.132 0.374
C 3.69872 0.58864 5.83091 -0.356 0.088 -0.702
N 0.07314 -0.54886 7.41032 -1.185 -0.093 0.189
C 0.35843 -1.88865 7.90593 0.154 0.294 0.836
C -1.10081 -0.64667 6.52167 0.225 0.466 -0.053
N 1.81851 0.60817 8.69937 -1.609 3.513 0.249
C 0.72838 0.92354 9.66054 -0.622 -0.379 0.585
C 2.84296 1.63848 8.98631 0.888 -0.009 -0.034
H 3.95775 -0.79250 8.23917 0.122 0.003 0.165
H 4.20626 -1.71624 6.76378 -0.190 0.395 -0.157
H 2.80703 -2.02244 7.71774 -0.134 0.284 0.049
H 4.18694 1.34043 6.45714 0.271 0.049 0.035
H 3.21660 1.11925 5.00058 -0.074 -0.121 0.242
H 4.48222 -0.03366 5.38073 -0.210 -0.043 0.210
H 0.77793 -2.53030 7.12585 0.088 -0.069 -0.050
H -0.55245 -2.37238 8.27441 -0.104 0.169 -0.191
H 1.02208 -1.87184 8.77476 0.130 0.062 -0.240
H -0.85311 -1.19012 5.60048 -0.088 0.118 -0.042
H -1.48345 0.34533 6.26370 0.217 -0.248 -0.105
H -1.92931 -1.17189 7.00889 0.290 -0.062 0.245
H 0.26881 1.89167 9.43082 0.036 -0.036 0.236
H 1.10854 0.94982 10.68985 0.278 0.149 -0.320
H -0.06387 0.17046 9.67810 0.280 0.135 -0.390
H 2.51581 2.62669 8.64683 0.116 0.031 0.253
H 3.79840 1.41394 8.51216 -0.164 -0.102 -0.219
H 3.06765 1.69274 10.05889 -0.307 -0.102 -0.218
```
Positions in Å, forces in eV/Å.

***

The following is a quantum chemistry calculation of 11 unconnected molecules or ions with the total composition C29H56Cl20IN4O3 at a distorted geometry, from OMol25.

XYZ file:
```
113
Properties=species:S:1:pos:R:3:forces:R:3
C -2.96937 4.23525 0.04746 0.483 0.373 -0.848
C -3.16095 3.17541 -1.11318 -0.885 0.121 1.314
C -2.79626 1.72979 -0.61788 -0.410 -0.151 -0.589
C -1.76997 0.95885 -1.51054 -0.664 1.066 -0.452
C -0.45407 1.73991 -1.82426 -0.297 -0.299 0.814
C 0.61727 1.66698 -0.64341 -0.685 1.184 -1.320
N 0.51025 0.41735 0.13509 1.897 1.082 -4.241
C 0.85320 -0.70392 -0.54315 -1.592 -0.572 4.548
N 0.64282 -1.69934 0.34829 -0.229 0.346 1.015
C 0.16755 -1.18218 1.54359 0.609 1.633 -1.697
N -0.19056 -1.85761 2.64103 -0.020 -1.352 -0.155
C -0.11553 -3.34016 2.52665 -0.311 -1.004 0.922
C 1.24095 -3.95476 3.01063 0.125 0.236 -0.539
C 2.49406 -3.02322 2.92780 0.561 -1.208 0.476
C 3.48919 -3.43042 4.07705 -0.742 1.607 -0.606
O 4.20966 -4.61483 3.76824 -0.383 0.154 0.901
C -0.65051 -1.36796 3.92150 -1.711 -0.258 0.511
I 0.79030 -0.26208 5.12687 0.017 -0.155 -0.221
C -2.11626 -0.75926 3.89062 0.480 0.589 -0.143
C -2.50617 0.02732 5.17114 -0.968 0.092 -0.750
N 0.12725 0.19195 1.39535 -0.508 -1.099 0.537
C -0.19691 1.37783 2.16643 0.663 2.439 0.595
C 1.06714 2.28008 2.50011 -0.801 0.677 -0.459
C 0.61256 3.79647 2.54606 -0.829 -0.439 0.171
C 0.14291 4.16768 3.98663 -0.055 -0.138 -1.049
O 0.94549 4.34772 4.82961 1.109 0.158 1.183
O -1.17547 4.25079 4.32848 -0.014 -0.291 -1.012
H -3.79711 4.97754 0.06594 0.549 -0.524 0.044
H -2.89269 3.75861 1.04588 -0.217 0.155 -0.535
H -2.03115 4.81464 -0.12154 -0.530 -0.331 0.239
H -4.25477 3.19430 -1.32689 0.781 -0.144 -0.111
H -2.65246 3.47696 -2.04776 -0.122 -0.175 0.582
H -3.74262 1.13850 -0.65450 0.716 0.246 0.167
H -2.52262 1.76170 0.46258 0.039 -0.044 -0.734
H -2.28612 0.78011 -2.49308 0.751 0.265 1.217
H -1.62526 -0.04182 -1.06510 0.206 0.545 -0.337
H -0.66888 2.81904 -1.97423 0.044 -0.631 0.098
H -0.02395 1.38421 -2.77918 -0.289 0.185 0.835
H 1.61201 1.65574 -1.13831 -0.493 0.151 0.732
H 0.49916 2.60104 -0.07172 0.238 -0.795 0.201
H 1.21447 -0.77303 -1.59715 -0.695 -0.186 1.979
H -0.90058 -3.77884 3.18838 0.384 0.649 -0.395
H -0.42607 -3.68244 1.52722 0.474 0.613 0.652
H 1.13857 -4.32293 4.05866 -0.046 0.320 -0.688
H 1.43902 -4.83964 2.36349 -0.197 0.449 0.552
H 2.98202 -3.18162 1.93915 -0.212 0.367 0.650
H 2.29649 -1.94561 3.08375 -0.169 -0.591 -0.193
H 4.14502 -2.53805 4.24160 -0.019 -0.849 -0.079
H 2.86800 -3.52506 4.99564 0.472 -0.173 -0.349
H 4.39630 -5.01479 4.63780 0.177 0.027 -0.584
H -0.79840 -2.25535 4.57199 0.564 0.501 -0.624
H -2.82451 -1.60584 3.72918 0.610 0.414 0.183
H -2.25749 -0.10294 2.99984 0.164 -0.431 0.565
H -2.46841 -0.60316 6.07982 0.266 0.457 -0.398
H -3.57429 0.32362 5.03793 0.969 -0.312 0.162
H -1.95406 0.98646 5.28163 -0.091 -0.827 0.103
H -0.84379 2.03813 1.54183 0.281 -0.863 0.246
H -0.73460 1.26196 3.11604 0.184 -0.852 -0.563
H 1.48849 2.06902 3.49552 0.022 -0.267 -0.659
H 1.83486 2.18330 1.70235 -0.405 -0.106 0.678
H -0.22691 4.01254 1.84839 0.620 -0.205 0.036
H 1.48826 4.40730 2.26666 -0.589 -0.030 0.439
H -1.75569 4.13234 3.55880 0.186 0.089 0.174
C 2.74492 1.00142 -4.42037 0.108 0.076 -0.284
Cl 2.92444 2.68661 -3.91925 0.014 -0.149 0.059
Cl 1.87167 0.05998 -3.18753 0.896 -0.014 -1.397
H 2.19013 0.96386 -5.35219 -0.179 0.044 0.192
H 3.73386 0.57100 -4.56024 -0.345 0.039 0.284
C 2.47983 3.15375 -7.98405 -0.005 0.126 -0.095
Cl 1.06255 3.25027 -6.92797 -0.059 0.037 -0.095
Cl 3.48921 1.75848 -7.58081 0.046 0.040 -0.247
H 2.14643 3.06039 -9.01277 -0.035 -0.109 0.100
H 3.06773 4.05855 -7.86572 -0.013 -0.090 0.124
C 0.32018 -5.63922 -1.07160 -0.049 0.024 -0.224
Cl 0.38307 -3.97374 -0.46721 0.575 -1.509 -1.054
Cl -0.47295 -6.71245 0.09203 0.006 -0.040 0.002
H -0.23719 -5.65788 -2.00387 -0.060 -0.010 0.100
H 1.33355 -5.99125 -1.23982 -0.048 0.019 0.115
C 7.04370 1.45098 -4.01014 0.206 -0.120 0.082
Cl 5.83607 1.09076 -5.25386 0.490 0.132 -0.173
Cl 7.38598 0.03013 -3.01434 0.003 0.034 0.052
H 7.96204 1.77300 -4.49661 -0.385 -0.306 0.083
H 6.66418 2.24396 -3.37363 -0.091 -0.097 -0.048
C -6.69939 0.77856 4.54546 -0.164 0.073 0.166
Cl -5.76336 0.71794 6.04224 -0.392 0.078 0.089
Cl -5.70370 0.33516 3.14646 -0.032 0.011 -0.122
H -7.53026 0.08407 4.62010 0.141 -0.061 -0.014
H -7.07219 1.78827 4.40496 0.143 -0.025 -0.026
C -7.93727 0.49165 0.13154 -0.131 -0.123 0.074
Cl -6.63255 1.27653 -0.76924 0.103 -0.055 0.019
Cl -9.44030 1.41238 0.02413 0.002 -0.059 0.050
H -8.10111 -0.49892 -0.28129 -0.003 0.114 -0.095
H -7.64538 0.41535 1.17337 0.025 0.115 -0.075
C 2.77980 -7.29434 4.70445 -0.047 -0.104 -0.170
Cl 2.25878 -8.97547 4.56087 -0.028 0.049 -0.043
Cl 3.42228 -6.95306 6.32173 0.030 0.176 -0.079
H 3.55463 -7.10218 3.97008 -0.007 -0.067 0.085
H 1.92893 -6.64586 4.52149 0.020 -0.065 0.097
C -2.93778 -2.28509 -3.43362 -0.276 0.121 0.141
Cl -1.62310 -2.32463 -2.25165 -0.117 -0.268 -0.183
Cl -3.43412 -0.63136 -3.84404 -0.313 -0.446 -0.079
H -2.60146 -2.78212 -4.33255 0.154 0.097 0.107
H -3.79223 -2.81019 -3.01762 0.045 0.136 0.092
C -2.33843 -1.35663 -7.90798 0.023 -0.025 -0.234
Cl -1.36070 0.00646 -7.35979 0.058 0.073 -0.028
Cl -3.01828 -2.25488 -6.54511 -0.058 -0.195 -0.722
H -3.15211 -0.98224 -8.52111 -0.003 0.025 0.145
H -1.71246 -2.02504 -8.49046 0.016 0.016 0.130
C 8.18051 5.06391 -4.32389 0.052 0.147 0.071
Cl 9.24242 3.72733 -4.79086 0.331 0.401 -0.054
Cl 6.50210 4.75376 -4.78956 -0.041 0.075 0.024
H 8.22870 5.18997 -3.24682 -0.033 -0.111 -0.056
H 8.51985 5.96853 -4.81813 -0.031 -0.116 -0.079
```
Positions in Å, forces in eV/Å.

Results
Charge = +1

***

Number 1: E_tot -145743.632 eV, E_LUMO -1.17 eV. Number 2: E_tot -301624.763 eV, E_LUMO -2.26 eV.